# 1
{
  "formula": "C40H46F6N4O5OsPS3Si2Te",
  "method": "the ωB97M-V functional and the def2-TZVPD basis",
  "orbital_gap_ev": [7.589, 5.850],
  "multiplicity": 6,
  "charge": 2,
  "homo_energy_ev": [-12.4, -13.3],
  "e_lumo_ev": [-4.83, -7.41],
  "elements": ["Os", "F", "C", "F", "F", "S", "O", "O", "N", "S", "O", "O", "C", "F", "F", "F", "C", "C", "N", "C", "C", "C", "C", "C", "C", "C", "C", "N", "C", "N", "H", "H", "H", "H", "H", "H", "H", "H", "H", "S", "C", "O", "P", "C", "C", "C", "C", "C", "C", "C", "C", "C", "C", "C", "C", "C", "C", "C", "C", "C", "C", "H", "H", "H", "H", "H", "H", "H", "H", "H", "H", "H", "H", "H", "H", "H", "C", "Si", "C", "C", "C", "Te", "C", "Si", "C", "C", "C", "H", "H", "H", "H", "H", "H", "H", "H", "H", "H", "H", "H", "H", "H", "H", "H", "H", "H", "H", "H", "H", "H"],
  "xyz": [[13.693, 16.183, 13.588], [19.076, 15.517, 12.729], [18.183, 14.511, 12.814], [18.500, 13.572, 11.931], [18.175, 14.017, 14.011], [16.463, 15.023, 12.317], [16.445, 15.257, 10.906], [16.120, 16.139, 13.282], [15.817, 13.699, 12.903], [14.387, 13.303, 12.476], [13.817, 14.410, 11.689], [13.664, 12.822, 13.613], [14.638, 11.975, 11.239], [14.884, 10.865, 11.964], [13.569, 11.776, 10.504], [15.677, 12.220, 10.506], [12.744, 15.153, 17.519], [12.623, 15.179, 16.116], [13.725, 15.140, 15.333], [14.911, 15.145, 15.953], [15.112, 15.107, 17.307], [13.976, 15.091, 18.112], [16.473, 15.080, 17.811], [17.549, 15.806, 17.444], [17.504, 17.021, 16.533], [18.708, 17.534, 16.071], [18.599, 18.663, 15.202], [17.439, 19.176, 14.878], [16.348, 18.673, 15.466], [16.337, 17.618, 16.260], [11.864, 15.169, 18.093], [11.712, 15.262, 15.573], [15.793, 15.174, 15.374], [14.119, 15.278, 19.166], [16.576, 14.396, 18.645], [18.532, 15.623, 17.910], [19.644, 17.111, 16.357], [19.467, 19.066, 14.739], [15.433, 19.243, 15.330], [10.654, 16.542, 12.512], [11.731, 15.661, 13.276], [13.986, 17.775, 12.478], [14.128, 18.359, 11.027], [13.766, 20.026, 11.316], [12.571, 20.293, 12.016], [12.259, 21.632, 12.147], [13.172, 22.594, 11.700], [14.338, 22.316, 11.028], [14.652, 20.967, 10.832], [15.821, 18.338, 10.439], [16.874, 18.352, 11.385], [18.163, 18.600, 10.897], [18.435, 18.811, 9.551], [17.363, 18.726, 8.662], [16.058, 18.575, 9.109], [13.070, 17.559, 9.859], [13.466, 16.462, 9.120], [12.571, 15.790, 8.313], [11.218, 16.116, 8.229], [10.855, 17.300, 8.894], [11.731, 17.938, 9.761], [12.035, 19.396, 12.454], [11.304, 21.903, 12.638], [12.825, 23.661, 11.791], [15.024, 23.101, 10.668], [15.547, 20.661, 10.302], [16.598, 18.222, 12.424], [18.965, 18.543, 11.607], [19.447, 18.978, 9.155], [17.548, 18.802, 7.607], [15.246, 18.557, 8.343], [14.482, 16.136, 9.098], [12.946, 14.945, 7.803], [10.497, 15.619, 7.549], [9.838, 17.755, 8.776], [11.380, 18.793, 10.313], [10.739, 8.515, 10.290], [9.541, 8.150, 11.705], [9.721, 6.482, 12.478], [7.852, 8.586, 11.274], [10.271, 9.347, 13.127], [10.497, 11.400, 12.638], [9.955, 12.067, 14.489], [8.060, 12.450, 14.559], [7.034, 11.008, 14.114], [7.877, 13.913, 13.397], [7.689, 12.903, 16.261], [10.572, 8.074, 9.288], [11.755, 8.242, 10.545], [10.806, 9.633, 10.190], [9.526, 5.700, 11.706], [9.130, 6.344, 13.377], [10.747, 6.268, 12.766], [7.501, 7.942, 10.532], [7.812, 9.575, 10.793], [7.232, 8.457, 12.122], [11.305, 9.068, 13.343], [9.734, 9.458, 14.039], [10.417, 13.058, 14.627], [10.302, 11.339, 15.289], [7.322, 10.531, 13.110], [6.037, 11.410, 14.045], [6.983, 10.182, 14.807], [8.209, 13.657, 12.370], [8.614, 14.652, 13.741], [6.851, 14.218, 13.301], [7.903, 12.034, 16.918], [6.601, 13.008, 16.264], [8.152, 13.837, 16.571]],
  "forces_ev_per_angstrom": [[0.0, 0.1, -1.9], [-0.8, -0.4, 0.1], [0.3, 0.7, -1.5], [0.3, -0.1, 0.1], [0.2, -0.1, 1.1], [0.8, 0.7, 1.8], [-0.2, 0.1, 0.6], [-0.3, -1.2, -1.2], [0.5, 0.0, -0.1], [-0.3, 1.4, -0.3], [-0.6, -0.4, 0.4], [-0.5, -0.7, -0.5], [0.1, -1.2, 1.5], [-0.2, 0.0, -0.2], [-0.6, 0.1, -0.4], [0.6, 0.4, -0.8], [-0.3, -0.3, -2.0], [1.0, -0.4, 1.3], [-0.3, 0.8, 1.4], [0.3, -0.7, 0.0], [-0.7, 0.1, -0.2], [1.0, 0.9, 0.1], [1.2, 0.3, 0.8], [-0.8, 0.7, -0.2], [0.8, -0.8, 0.5], [-1.1, 1.4, -0.9], [0.0, -2.1, 1.1], [-0.7, 0.7, -0.2], [0.9, -0.1, 0.4], [-0.6, 0.0, 0.0], [-1.0, 0.2, 0.7], [-0.7, -0.1, 0.0], [0.5, 0.0, -1.0], [-0.3, -0.5, 0.3], [0.4, -0.2, -0.1], [-0.7, 0.0, -0.2], [0.5, -0.2, 0.0], [0.6, 0.4, -0.3], [-0.1, -0.3, -0.1], [0.8, -0.8, 0.7], [-0.1, 1.2, -0.3], [-0.3, -0.8, -0.3], [1.3, -0.6, 0.4], [-0.6, -0.1, -0.1], [0.6, -0.4, 0.0], [-0.7, -0.5, 0.8], [-1.6, 2.1, -0.2], [0.7, -0.3, -0.1], [-0.3, 1.0, -0.1], [-0.1, -0.2, 1.4], [-0.5, 0.5, -1.5], [-0.3, -0.4, 0.9], [-0.5, -0.4, -0.4], [0.3, 0.4, 0.1], [-0.2, -0.7, -1.6], [-0.8, -0.2, 0.3], [0.1, 0.0, -0.4], [-0.8, -0.4, 0.3], [0.1, 1.4, -0.3], [-1.3, 0.0, 0.1], [-0.1, 0.4, -0.5], [0.2, 1.6, -0.6], [0.8, 0.1, -0.3], [0.7, -1.1, 0.1], [-0.6, -0.4, 0.3], [-0.2, 0.2, 0.1], [0.6, 0.0, -0.1], [0.4, 0.3, 0.2], [-0.5, -0.1, 0.4], [0.0, 0.2, -0.3], [0.6, 0.1, 0.8], [0.6, -0.2, 0.2], [0.3, -0.8, -0.6], [0.7, 0.2, 0.6], [1.0, -0.7, 0.1], [-0.1, 0.2, 0.0], [0.0, 0.8, -0.2], [2.1, 0.3, 0.6], [0.4, -0.8, -0.8], [0.4, 1.5, -0.3], [0.1, 0.2, -1.5], [0.3, -0.4, -0.6], [0.2, -0.1, 1.3], [0.8, 0.2, -0.7], [0.5, -1.1, -1.9], [1.2, -1.1, -0.6], [-0.4, -0.4, 0.8], [-0.3, 0.3, 0.6], [0.3, -0.3, 0.3], [-0.3, -0.8, -0.3], [-0.3, 0.4, 0.7], [-0.4, -0.1, -0.1], [0.3, 0.3, 0.1], [-0.6, -1.4, -1.3], [-0.2, 0.0, 0.5], [-1.0, 0.3, 0.8], [0.0, -0.3, 0.0], [-0.5, -0.4, 0.8], [0.1, -0.3, 0.1], [-0.4, 0.9, -1.0], [-0.6, 0.8, 1.2], [-0.6, 0.0, -0.3], [0.2, -0.1, 0.5], [-0.2, 0.0, 0.4], [-0.7, 0.3, 0.0], [-0.3, 0.7, 0.2], [0.1, 0.7, -0.1], [0.0, 0.3, 0.3], [0.0, -0.1, 0.3]]
}

# 2
{
  "formula": "C40H46N6PPtS2Sb",
  "method": "the ωB97M-V functional and the def2-TZVPD basis",
  "orbital_gap_ev": 6.030,
  "multiplicity": 1,
  "charge": 2,
  "de_lowest_kcal_mol": 23.1,
  "homo_energy_ev": -12.2,
  "e_lumo_ev": -6.15,
  "elements": ["Pt", "N", "C", "C", "C", "C", "C", "C", "S", "N", "C", "C", "C", "C", "C", "C", "N", "H", "H", "H", "H", "H", "H", "H", "H", "H", "C", "P", "C", "C", "H", "H", "H", "H", "H", "H", "H", "H", "H", "C", "C", "C", "N", "N", "C", "N", "S", "H", "H", "H", "H", "H", "H", "H", "C", "C", "C", "C", "C", "C", "C", "Sb", "C", "C", "C", "C", "C", "C", "C", "C", "C", "C", "C", "C", "C", "C", "H", "H", "H", "H", "H", "H", "H", "H", "H", "H", "H", "H", "H", "H", "H", "H", "H", "H", "H", "H", "H"],
  "xyz": [[-0.541, 0.093, 0.405], [-4.825, -1.155, -0.032], [-5.000, -2.526, 0.148], [-6.260, -3.045, 0.435], [-6.432, -4.406, 0.621], [-5.350, -5.270, 0.538], [-4.091, -4.772, 0.249], [-3.920, -3.413, 0.045], [-2.327, -2.801, -0.438], [-2.496, -1.158, -0.387], [-3.626, -0.531, -0.234], [-3.588, 0.934, -0.251], [-4.715, 1.718, -0.524], [-4.581, 3.093, -0.567], [-3.345, 3.660, -0.281], [-2.283, 2.817, 0.010], [-2.397, 1.499, 0.007], [-5.648, -0.579, 0.080], [-7.106, -2.379, 0.508], [-7.415, -4.796, 0.825], [-5.485, -6.329, 0.687], [-3.240, -5.431, 0.160], [-5.671, 1.271, -0.747], [-5.428, 3.713, -0.816], [-3.202, 4.728, -0.302], [-1.304, 3.212, 0.249], [0.086, 0.347, 3.943], [-0.935, -0.423, 2.640], [-2.608, 0.101, 3.174], [-0.914, -2.194, 3.104], [-0.153, -0.095, 4.909], [-0.121, 1.414, 3.979], [1.147, 0.213, 3.739], [-2.729, -0.089, 4.240], [-3.376, -0.443, 2.625], [-2.726, 1.168, 2.984], [-1.375, -2.312, 4.084], [0.113, -2.551, 3.147], [-1.464, -2.788, 2.377], [-3.571, 1.704, -4.621], [-2.047, 1.840, -4.633], [-1.390, 0.919, -3.677], [-1.033, 1.225, -2.490], [-0.451, 0.238, -1.809], [-0.353, -0.887, -2.475], [0.128, -2.020, -1.941], [-1.007, -0.769, -4.083], [-3.990, 2.378, -5.363], [-3.970, 1.964, -3.643], [-3.870, 0.691, -4.875], [-1.783, 2.864, -4.362], [-1.688, 1.630, -5.641], [0.566, -1.974, -1.027], [0.393, -2.779, -2.542], [1.485, 3.026, 2.155], [2.629, 2.223, 2.703], [3.254, 2.607, 3.885], [4.331, 1.897, 4.385], [4.804, 0.786, 3.709], [4.186, 0.384, 2.538], [3.104, 1.094, 2.038], [2.177, 0.492, 0.202], [2.838, -1.560, 0.132], [2.748, -2.234, 1.347], [3.235, -3.519, 1.484], [3.795, -4.150, 0.384], [3.824, -3.507, -0.839], [3.342, -2.208, -0.994], [3.401, -1.567, -2.349], [3.532, 1.494, -1.152], [4.862, 1.127, -1.027], [5.815, 1.698, -1.849], [5.426, 2.615, -2.811], [4.098, 2.976, -2.925], [3.127, 2.436, -2.084], [1.703, 2.870, -2.236], [1.083, 3.691, 2.916], [0.677, 2.374, 1.795], [1.826, 3.647, 1.323], [2.896, 3.473, 4.423], [4.805, 2.215, 5.300], [5.646, 0.230, 4.091], [4.553, -0.490, 2.019], [2.305, -1.732, 2.201], [3.185, -4.023, 2.438], [4.199, -5.146, 0.479], [4.236, -4.015, -1.699], [3.179, -2.300, -3.121], [4.404, -1.187, -2.541], [2.707, -0.730, -2.440], [5.159, 0.396, -0.286], [6.853, 1.426, -1.743], [6.159, 3.053, -3.470], [3.799, 3.689, -3.678], [1.653, 3.909, -2.551], [1.146, 2.755, -1.304], [1.210, 2.271, -3.002]],
  "forces_ev_per_angstrom": [[0.8, 0.2, -1.5], [0.2, 1.3, -0.4], [0.0, -1.7, 0.1], [0.4, 0.3, -0.1], [0.2, -0.2, 0.0], [-0.3, 0.1, 0.0], [0.1, 0.4, 0.0], [-0.4, 0.6, 0.0], [0.1, -1.4, -0.1], [-0.7, 1.6, 0.8], [0.5, -1.7, 0.1], [-0.2, 1.3, 0.1], [0.4, -0.5, -0.1], [0.4, 0.2, 0.2], [-0.2, -0.2, -0.2], [-0.1, 0.3, -0.1], [-0.6, -0.6, 0.5], [0.2, -0.1, 0.0], [-0.2, 0.1, 0.0], [-0.1, 0.0, 0.1], [0.0, -0.1, 0.0], [0.1, -0.1, 0.0], [0.0, -0.1, -0.1], [-0.1, 0.1, 0.0], [0.0, 0.1, 0.1], [0.0, 0.0, 0.0], [0.0, -0.1, -0.4], [0.2, 0.3, 0.2], [0.2, 0.1, -0.4], [0.1, 0.3, -0.5], [-0.1, -0.1, 0.0], [0.0, 0.1, 0.0], [0.0, 0.0, 0.0], [0.1, 0.0, 0.0], [-0.1, 0.0, 0.0], [0.0, 0.0, 0.0], [0.0, 0.1, 0.0], [0.0, 0.0, 0.0], [0.0, 0.0, -0.1], [0.2, 0.0, -0.1], [-0.3, 0.1, -0.2], [0.3, -0.6, -0.1], [-0.6, 1.4, -0.3], [0.5, -0.8, 1.5], [0.0, -0.5, -0.5], [0.1, 0.2, -0.1], [0.2, 0.4, 0.6], [-0.1, 0.0, 0.0], [-0.1, 0.0, 0.1], [-0.1, -0.1, 0.0], [0.2, -0.1, -0.1], [0.1, 0.1, 0.0], [0.0, 0.0, -0.1], [0.0, -0.1, 0.0], [-0.1, 0.0, 0.0], [0.0, 0.1, 0.0], [0.0, 0.0, 0.0], [0.0, 0.0, 0.0], [0.0, 0.0, 0.0], [0.1, -0.1, -0.1], [-0.4, -0.1, -0.4], [-0.3, -1.0, 1.0], [-0.1, 0.5, 0.0], [-0.1, 0.1, 0.1], [-0.1, 0.0, 0.1], [0.0, 0.0, 0.0], [0.0, 0.0, 0.0], [0.1, 0.0, 0.0], [0.1, 0.0, 0.0], [-0.8, 0.0, 0.1], [0.0, -0.2, 0.3], [0.0, -0.1, 0.0], [0.0, 0.0, 0.0], [0.0, 0.0, 0.0], [0.0, 0.1, -0.1], [0.0, -0.1, -0.1], [-0.1, 0.1, 0.0], [0.1, 0.2, 0.1], [-0.1, 0.0, -0.1], [-0.1, 0.1, 0.0], [0.0, 0.0, 0.1], [0.1, 0.0, 0.0], [0.1, -0.1, 0.0], [0.1, 0.0, 0.1], [0.0, 0.0, 0.1], [0.0, -0.1, 0.0], [0.1, -0.1, -0.1], [0.0, 0.0, -0.1], [0.0, 0.1, -0.1], [0.0, 0.0, -0.1], [0.1, -0.1, 0.1], [0.1, -0.1, 0.0], [0.1, 0.1, -0.1], [0.0, 0.1, -0.1], [-0.1, 0.1, 0.0], [-0.1, 0.0, 0.0], [-0.1, 0.0, 0.0]]
}

Question: Look up the charge of the first one.
Answer: +2

Question: What is the formula in the second record?
Answer: C40H46N6PPtS2Sb